This record from the Open Molecules 2025 dataset describes a 9-piece molecular cluster, C17H51N17O9 overall in a non-equilibrium geometry. The level of theory is ωB97M-V with the def2-TZVPD basis set.

The HOMO energy is -0.3130 Ha. The calculation puts the relative energy (zero: lowest compared OMol25 entry of this formula, charge and spin) at 2.165 eV. The value obtained for the HOMO-LUMO gap is 8.5343 eV. The SMILES is CC1(C)CCCC(C)(C)N1O.NC(N)=O.NC(N)=O.NC(N)=O.NC(N)=O.NC(N)=O.NC(N)=O.NC(N)=O.NC(N)=O. For the electronic energy, the calculation gives -2286.60976 hartree.

```
94
Properties=species:S:1:pos:R:3:forces:R:3:lowdin_charge:R:1
H 3.97071 2.27200 1.09607 0.2701 0.0285 -0.2994 0.1033
H -1.13393 -2.33587 -2.82576 0.1846 0.4074 -0.2802 0.1019
C 1.16661 5.96048 -2.62062 -1.3717 -0.0618 -1.1231 -0.1997
H 0.45496 1.42197 -1.37994 -0.0046 0.0028 -0.0563 0.0570
O -1.62420 -1.99122 2.05838 -0.2247 0.4583 0.6872 -0.0323
C -4.60778 -3.93370 1.60148 -2.2807 -0.7318 -0.1378 -0.6809
H -2.49509 -3.21262 0.12949 0.1266 -0.2781 -0.3669 0.0642
H 0.82147 -2.52150 3.60619 -0.0961 0.0320 -0.0579 0.0832
N -1.61452 -2.77090 -0.08712 -0.2369 0.1942 0.9806 0.1767
H 0.12671 1.97721 -4.07410 0.7665 0.0560 0.1049 0.0582
O -1.92994 2.69349 1.08530 -0.8384 -0.2367 0.2625 0.0096
O -4.69144 -0.48758 3.75960 0.5319 -0.2858 0.5960 -0.0020
H -4.34357 -1.77887 6.61040 -0.3595 0.1073 0.3173 0.0951
H -1.10695 2.93196 -3.45191 -0.0374 0.0712 0.2119 0.0813
H 2.59502 5.67650 -1.30695 0.9346 -0.4853 0.1015 0.1274
N 3.39992 1.80606 0.41645 -0.3662 0.2103 -0.6091 0.1654
H 0.14006 -0.66769 1.36115 1.0189 0.5297 -0.7537 0.0979
H -1.93445 -5.41858 0.28058 0.2875 0.1867 0.2017 0.0772
H 1.55934 -1.27056 2.69350 0.2161 -0.1056 0.0047 0.0829
H 0.82579 -7.63741 -1.66324 0.1151 0.7063 -0.1057 0.1095
C 0.65792 3.37375 -2.31144 1.2991 -0.4533 -1.0595 -0.4649
O 1.91226 -2.79383 -3.57928 -0.6311 0.7959 0.1319 0.0265
N -3.06143 -1.84492 4.58567 1.2826 -0.5337 -0.2196 0.1644
H 1.86616 -3.66414 5.13989 -0.0063 0.0306 0.0301 0.0776
H 1.26736 -0.48978 -4.56567 0.4284 -0.4844 0.1154 0.1035
H 0.27069 5.01847 -0.91076 0.2967 -0.2374 0.0787 0.1226
H 3.28150 3.16077 -4.82881 -0.3251 -0.1128 0.0840 0.0797
H 0.45836 -1.34940 -0.29008 0.0542 0.2897 0.0265 0.0782
H 2.09256 0.51674 -1.07583 -0.4078 -0.8683 -0.6496 0.0382
O 2.50749 1.87048 -2.64563 -0.0898 0.6027 -0.6882 -0.0492
N -0.19532 -2.69757 -2.79929 -1.2915 -0.9095 1.1639 0.1391
H 5.23211 4.55569 -2.68699 -0.1879 0.1548 -0.2181 0.0843
C 3.66136 0.49649 0.12976 0.7846 -1.1372 2.0774 -0.6768
H 0.01440 3.74659 -4.42307 0.5114 -0.1495 -0.1301 0.0736
N 1.65619 -2.05206 3.31616 -0.5608 0.6703 -0.9770 0.1664
C -1.11899 -2.02060 0.93902 0.5383 -0.4753 -2.4082 -0.6298
H -4.05765 -2.03869 1.70613 -0.1779 0.5023 -0.5030 0.0731
C -2.58247 2.53011 2.11709 1.4225 -0.6545 -0.6813 -0.6766
H -0.93251 2.48292 -1.23254 0.0060 0.0057 0.5680 0.0770
O -5.62196 -4.59328 1.37059 1.2429 -0.6250 0.2531 0.0174
C 0.86290 -2.16474 -3.43576 1.6274 -1.7349 -0.5327 -0.7011
N -4.82615 -1.29759 5.87675 -0.1264 0.1899 0.3166 0.1580
H 0.05707 -8.09965 -0.26113 -0.2652 0.1568 0.1849 0.0925
H 3.79093 4.80888 -4.88381 0.0897 0.0857 0.1834 0.0861
H -0.15551 -3.66520 -2.48095 0.4343 0.1470 -0.3828 0.0486
O 3.86715 -1.61158 3.83328 -0.8771 0.0632 -0.4173 0.0448
H -3.11370 1.43474 3.68435 -0.4135 -0.7817 -0.0546 0.0785
H -0.70337 4.93841 -2.33627 -0.0869 0.2988 0.1681 0.1198
C -0.30564 -6.11193 -0.76474 -0.7588 -1.2252 -1.5992 -0.6288
H -2.83461 0.47954 2.24027 0.0415 0.0159 0.2074 0.0814
H 4.42498 4.17140 -1.19311 -0.0988 -0.3409 0.0582 0.0786
N 2.73885 -3.23292 4.89835 0.0188 -0.6737 0.4716 0.1263
C -4.19973 -1.13515 4.69004 -1.0818 -0.0005 -1.0834 -0.6792
H 0.83090 6.15848 -3.64580 0.4364 -0.5084 -0.2957 0.1077
N -3.52570 -4.32682 2.34296 -0.0146 -0.4303 -0.2517 0.1600
N -1.21139 -6.11488 0.23604 -0.3787 0.6426 0.7757 0.1637
C 4.43630 3.94310 -2.25754 0.0375 0.0483 -0.6429 -0.0279
H 2.77497 -1.12495 -0.61502 -0.1443 0.1035 -0.7488 0.1100
H 3.47724 -3.29242 5.57653 0.0492 0.0530 -0.1441 0.0979
N 2.68283 -0.12501 -0.58057 0.3012 0.4701 0.3287 0.1532
H -0.25643 -0.52080 -3.90201 -0.0660 -0.1569 0.1958 0.0924
N -2.76150 1.34073 2.75215 0.2386 0.3144 -0.1118 0.1622
O -0.20487 -5.24410 -1.62800 0.0992 -0.1901 0.7492 0.0157
H 4.69960 2.90688 -2.46462 0.0887 -0.0329 0.3724 0.0830
C 0.15579 2.45243 -1.20498 -0.2886 0.5976 -0.5288 -0.0389
H -0.96530 -3.06624 -0.79769 -0.3541 -0.2218 -0.0932 0.0483
H -1.08523 -6.73037 1.01611 -0.1904 -0.0108 0.0527 0.0994
H 2.89508 2.31421 -0.29503 0.0475 0.5467 0.2707 0.0499
H -5.70628 -0.83374 6.01059 0.0843 -0.0689 0.1754 0.1107
H -5.34901 -2.40168 0.58730 -0.1130 0.2095 0.3032 0.1161
N -4.52133 -2.68753 1.08004 1.0958 0.8273 0.1330 0.1534
C 3.04749 4.14853 -4.43189 0.3236 0.9112 0.5690 -0.0068
C 2.82055 -2.22358 3.96894 1.3600 -0.1400 1.2260 -0.6868
H -2.48235 -1.82114 3.75816 -0.1031 0.4324 -0.1523 0.0456
O 4.57730 -0.13027 0.65422 -0.2287 0.4094 -0.4544 0.0172
H -2.94411 4.47577 2.41526 0.0472 -0.1100 0.0684 0.1063
H 2.35531 1.78219 -3.60019 0.0508 -0.3223 0.0031 0.0829
N -3.05650 3.56596 2.83199 -0.3349 1.7978 0.3022 0.1465
H 2.07646 4.54053 -4.73133 -0.0170 -0.4346 -0.4310 0.0647
H -3.57166 -5.23326 2.77373 -0.2433 0.1329 0.1897 0.1050
N 2.14073 3.19279 -2.34283 -0.3740 0.8984 1.4967 -0.1220
H -3.73645 3.49375 3.56456 -0.0904 -0.2365 -0.0747 0.0967
C -0.03087 2.97212 -3.65616 -1.1793 0.6079 0.4002 -0.0274
C 2.59942 5.59994 -2.40015 0.3112 0.5535 0.5700 -0.1477
H 0.56863 2.82354 -0.26982 -0.3268 -0.2642 0.2349 0.0862
N -0.03815 -1.27440 0.57629 -1.2054 -0.2236 2.1422 0.1925
H -2.98988 -3.59857 2.78263 0.3135 -0.1193 -0.0925 0.0470
C 0.33136 4.86060 -1.98941 -1.2156 -0.7990 -0.1454 -0.1247
N 0.67022 -0.91259 -3.87749 -0.5428 2.1234 -0.6912 0.1580
H -2.72319 -2.43560 5.32285 -0.1401 0.1053 0.1561 0.1024
H 0.83120 6.89314 -2.15991 0.5991 0.0473 0.3940 0.1158
C 3.05916 4.22253 -2.87980 -0.0789 -0.7454 -0.2826 -0.4948
H 3.34157 6.31130 -2.76858 -0.1995 0.1908 -0.0786 0.1285
N 0.29820 -7.33568 -0.86268 1.0181 -0.4254 -0.0825 0.1525
```
Forces are in eV/Å.